This record from the OMol25 dataset describes a 13-piece molecular cluster, C5H36N2O13 overall. The level of theory is ωB97M-V/def2-TZVPD.

Its total charge is +1. The calculation puts the energy at -1299.24064 Eh. For the gap between HOMO and LUMO (spin up / spin down), the calculation gives 9.1 / 3.9 eV. The max |F| is 5.249 eV/Å. The relative energy (zero: lowest compared OMol25 entry of this formula, charge and spin) is 502.0 kJ/mol. Its expectation value of S² is 0.761. As for the multiplicity: 2.

The geometry in XYZ format:
```
56
Properties=species:S:1:pos:R:3:forces:R:3:lowdin_spin:R:1
N -2.1699 -0.7027 -1.2963 -0.6909 -3.0488 2.5424 0.00
C -1.7592 -1.7721 -0.2354 -1.8347 3.2804 -0.5233 0.01
C -0.2802 -2.2153 -0.3544 -5.2179 -0.0916 0.5616 0.02
N 0.0591 -3.2607 0.5683 5.1316 0.9946 0.2662 0.47
C -0.6126 -3.3996 1.8357 -3.2928 -1.3982 -0.0671 0.05
C -0.1430 -2.4652 2.9221 1.7416 2.4691 3.9358 0.03
C 1.5001 -3.5194 0.5831 2.3637 -0.7688 -3.5286 0.12
O 0.3597 -1.8120 -1.2496 2.0901 -0.4075 -0.8885 0.13
H -1.4823 -0.0102 -1.3187 1.2142 1.1230 -0.4805 0.00
H -2.4130 -1.1046 -2.1918 0.6787 -0.0536 -0.0983 0.00
H -2.4590 -2.6195 -0.3960 0.6526 0.2148 0.2938 0.00
H -2.0308 -1.2484 0.7782 0.7886 -1.2072 -1.6783 0.00
H -0.7688 -4.5203 2.1049 1.1078 1.7658 -0.2920 0.02
H -1.6665 -3.1177 1.6085 0.6894 -0.3275 0.3034 0.00
H -0.2704 -2.8692 3.9985 0.3944 -0.1314 -1.9141 0.00
H 0.9278 -1.9820 2.9456 -1.5828 -1.7021 -0.5977 0.00
H -0.7170 -1.5032 3.1352 -0.1894 -1.8036 -1.0649 0.00
H 2.0126 -3.5084 -0.6231 -1.8843 -0.1771 2.8121 0.05
H 2.3523 -2.7101 0.8224 -2.2280 -1.0631 0.2564 0.06
H 1.7299 -4.5468 0.9595 -0.2491 1.2134 0.3191 0.01
H -1.7265 -1.0020 -4.8220 -1.9445 2.6803 -1.7741 0.00
H -0.2848 -1.4932 -4.7453 -0.4690 0.1136 -0.0789 0.00
O -1.1860 -1.6006 -4.4118 2.4249 -2.7298 1.9826 0.00
H 1.7379 -0.9040 -0.9232 1.0263 1.1324 0.1737 0.00
H 1.8382 0.4792 -0.3361 -1.8736 2.6696 1.1808 0.00
O 2.3705 -0.2006 -0.6404 1.2731 -3.2020 -1.0436 0.01
H -2.0503 2.1537 3.7341 -3.3935 -0.0771 -1.6762 0.00
H -3.4474 1.6469 2.7578 2.1996 1.8107 2.2836 0.00
O -2.9767 2.4024 3.3118 0.4631 -1.8483 -0.1039 0.00
H -2.6378 4.4445 1.4398 0.8050 -0.7510 -1.1489 0.00
H -2.5646 3.0645 1.8908 0.9591 0.4659 -1.4157 0.00
O -2.2508 3.6005 1.0732 -1.4124 0.6608 1.9919 0.00
H -0.3202 1.2767 3.0539 3.1679 2.5270 1.2145 0.00
H -0.5068 -0.1484 2.6552 -0.2353 1.3613 0.0370 0.00
O -0.9621 0.7128 2.7595 -2.1990 -3.4818 -1.5609 0.00
H 0.7840 3.7151 -3.0917 -0.4526 0.2415 -0.1999 0.00
H 1.9080 2.8872 -2.6757 0.6414 -1.7461 0.5091 0.00
O 1.7405 3.7245 -3.0434 -0.2118 1.3849 -0.4022 0.00
H -1.8689 2.3859 -2.0665 -0.4754 -0.0409 0.1561 0.00
H -1.3196 3.6777 -1.5688 -0.2605 0.7947 0.6493 0.00
O -1.1097 2.9550 -2.1471 0.7996 -0.5321 -0.2558 0.00
H 4.1389 2.2348 0.6792 -0.2660 -1.6192 2.0582 0.00
H 3.7006 0.7923 0.7799 -0.2052 -0.9460 -0.2817 0.00
O 3.9345 1.5005 1.3684 0.7052 2.5295 -1.7628 0.00
H -2.4556 1.1664 -3.2491 -0.8269 -0.5802 -3.3801 0.00
H -3.6439 0.6093 -4.0312 -0.3746 -0.0075 -0.3031 0.00
O -2.7806 0.9853 -4.2292 1.0065 0.3679 3.4292 0.00
H 1.6184 2.2295 2.2935 -0.0750 0.1808 0.5265 0.00
H 2.7164 2.0992 3.2237 2.7318 -0.3122 0.2647 0.00
O 1.8003 2.1768 3.2561 -2.9081 0.0557 -0.9833 0.00
H 2.5806 -2.2931 -2.1275 2.5030 0.1073 -0.6886 0.00
H 3.8337 -1.3783 -1.8644 -0.4200 -1.6926 -0.7283 0.00
O 3.5968 -2.2885 -2.2323 -2.1404 1.4719 1.2284 0.00
H 0.3781 2.4253 -0.3444 2.0183 0.1646 0.8157 0.00
H 1.9805 2.5227 -0.4698 -0.3373 0.4447 -0.1263 0.00
O 1.2657 2.3276 0.1464 -1.9263 -0.4787 -0.7446 0.00
```
Positions in Å, forces in eV/Å.